Arrangement P

A gas-phase ion, C2H7NO (charge +1), computed with ωB97M-V/def2-TZVPD.

Properties
expectation value of S²: 0.76
charge: +1
2S+1: 2
HOMO energy (spin up / spin down): -0.5907 / -0.5971 Ha
gap between HOMO and LUMO (spin up / spin down): 0.460 / 0.279 Eh
LUMO level (spin up / spin down): -3.5 / -8.7 eV

Each line ends with the Mulliken spin population.
Atoms and positions in Å:
O  -1.88  0.02  0.47  0.1101
H  2.06  0.42  0.67  -0.0087
H  -0.16  -0.93  1.22  0.0072
H  1.91  -0.43  -0.77  -0.0067
H  -0.49  -1.42  -0.35  -0.0007
H  -0.16  0.85  -1.28  0.0228
C  -0.64  -0.55  0.31  0.2050
H  -0.06  1.50  0.36  0.0006
C  0.26  0.70  -0.29  0.0664
N  1.62  0.40  -0.25  0.6037
H  -2.46  -0.55  -0.08  0.0004

---

Arrangement Q

A gas-phase ion, C2H7NO (charge +1), computed with ωB97M-V/def2-TZVPD.

Properties
expectation value of S²: 0.75
charge: +1
2S+1: 2
HOMO energy (spin up / spin down): -0.6302 / -0.6255 Ha
gap between HOMO and LUMO (spin up / spin down): 0.496 / 0.310 Eh
LUMO level (spin up / spin down): -3.7 / -8.6 eV

Each line ends with the Mulliken spin population.
Atoms and positions in Å:
C  -1.06  0.12  -0.34  -0.0061
H  -1.93  0.49  0.22  0.0052
H  -0.05  0.94  1.34  -0.0209
H  1.46  0.17  -1.04  0.0063
H  2.19  0.66  0.58  0.0186
H  -1.15  0.58  -1.33  0.0185
C  1.40  0.14  0.04  0.0362
N  0.11  0.69  0.36  0.8253
H  -1.45  -1.66  0.24  -0.0005
H  1.50  -0.88  0.44  0.0702
O  -1.02  -1.25  -0.51  0.0473

---

Q: Which of them is the least stable? A: arrangement P.

---

Arrangement P

2 unconnected molecules or ions with the total composition CH5NOS, computed with ωB97M-V/def2-TZVPD.

Properties
charge: 0
HOMO energy: -0.3434 Ha
gap between HOMO and LUMO: 0.344 Eh
LUMO level: 0.0 eV

Each line ends with the natural charge from an NBO analysis.
Atoms and positions in Å:
S  1.35  -0.57  1.13  1.2028
H  -1.67  0.27  0.09  0.3496
N  -1.43  -0.37  -0.60  -1.0751
H  1.45  1.11  -0.60  0.2284
H  -2.03  -0.26  -1.49  0.3676
H  -1.73  -1.23  -0.15  0.3563
H  0.60  1.67  0.81  0.2213
C  1.30  0.88  0.39  -0.7463
O  2.16  -1.52  0.42  -0.9046

---

Arrangement Q

2 unconnected molecules or ions with the total composition CH5NOS, computed with ωB97M-V/def2-TZVPD.

Properties
charge: 0
HOMO energy (spin up / spin down): -0.3346 / -0.3481 Ha
gap between HOMO and LUMO (spin up / spin down): 0.270 / 0.341 Eh
LUMO level (spin up / spin down): -1.7 / -0.2 eV

Each line ends with the natural charge from an NBO analysis.
Atoms and positions in Å:
H  -0.83  1.56  -2.03  0.0499
H  0.94  -1.81  0.35  0.1706
H  1.44  -0.29  1.40  0.1810
H  -1.90  1.92  0.79  0.3834
O  -2.20  -0.04  -1.36  -0.9246
S  -1.07  0.77  -0.98  1.4438
N  -1.38  2.00  -0.10  -0.9558
C  0.62  -0.94  0.87  -0.4950
H  -0.35  -0.83  1.10  0.1467

---

Arrangement R

2 unconnected molecules or ions with the total composition CH5NOS, computed with ωB97M-V/def2-TZVPD.

Properties
charge: 0
HOMO energy: -0.3000 Ha
gap between HOMO and LUMO: 0.316 Eh
LUMO level: 0.4 eV
SMILES: [NH3+][S-].C=O

Each line ends with the natural charge from an NBO analysis.
Atoms and positions in Å:
H  -1.23  1.46  -0.61  0.4075
H  1.47  -1.71  0.35  0.1378
S  1.18  1.32  -0.79  -0.3861
H  -0.64  0.29  0.44  0.4324
H  0.28  -1.73  -1.06  0.1325
N  -0.49  1.27  0.06  -0.8340
C  0.43  -1.59  0.02  0.3051
H  -0.54  1.93  0.83  0.4092
O  -0.46  -1.24  0.77  -0.6045

---

Q: Which of them is the least stable? A: arrangement Q.